Entry 1:
Formula: C4H11N2
Source: OMol25
Level of theory: the ωB97M-V functional and the def2-TZVPD basis

## Properties
total charge = +1
relative energy (zero: lowest compared OMol25 entry of this formula, charge and spin) = 4.542 eV
frontier orbital gap = 8.42 eV
molar mass = 87.15 Da
multiplicity = 1
F_max = 2.4 eV/Å
LUMO level = -6.04 eV

Cartesian coordinates (Å):
C  -1.27  -0.43  1.52
C  0.15  -0.86  0.95
C  0.68  0.89  0.60
N  0.92  -0.17  -0.20
H  -1.63  -1.32  2.04
H  -1.22  0.40  2.22
H  -1.96  -0.20  0.72
H  -0.10  -1.83  0.50
H  0.85  -1.06  1.76
H  -0.09  1.64  0.40
H  1.48  1.14  1.29
C  0.10  -0.15  -1.47
N  0.71  0.66  -2.50
H  -0.91  0.23  -1.29
H  0.07  -1.19  -1.80
H  1.72  0.63  -2.39
H  0.47  1.64  -2.35



Entry 2:
Formula: C4H11N2
Source: OMol25
Level of theory: the ωB97M-V functional and the def2-TZVPD basis

## Properties
total charge = +1
relative energy (zero: lowest compared OMol25 entry of this formula, charge and spin) = 5.366 eV
frontier orbital gap = 7.95 eV
molar mass = 87.15 Da
SMILES = CCCNC=[NH2+]
multiplicity = 1
F_max = 6.4 eV/Å
LUMO level = -7.63 eV

Cartesian coordinates (Å):
C  1.70  -0.60  -0.88
C  1.33  0.74  -0.29
C  0.65  0.58  1.07
N  -0.56  -0.20  0.94
C  -1.42  -0.42  -0.20
N  -2.66  0.32  -0.07
H  2.39  -1.25  -0.34
H  0.79  -1.24  -0.91
H  2.11  -0.56  -1.89
H  0.61  1.13  -1.01
H  2.19  1.40  -0.15
H  0.39  1.56  1.50
H  1.34  0.00  1.70
H  -1.22  0.05  1.69
H  -1.53  -1.51  -0.14
H  -2.76  0.43  -1.11
H  -3.35  -0.43  0.10



Entry 3:
Formula: C4H11N2
Source: OMol25
Level of theory: the ωB97M-V functional and the def2-TZVPD basis

## Properties
total charge = +1
relative energy (zero: lowest compared OMol25 entry of this formula, charge and spin) = 1.801 eV
frontier orbital gap = 9.50 eV
molar mass = 87.15 Da
SMILES = C=[NH+]CCCN
multiplicity = 1
F_max = 3.5 eV/Å
LUMO level = -4.76 eV

Cartesian coordinates (Å):
C  -0.39  -1.49  0.45
C  -1.35  -0.36  -0.02
C  -0.80  1.05  0.38
C  1.28  2.11  -0.24
N  0.59  1.03  -0.12
N  0.99  -1.56  -0.33
H  -0.01  -1.44  1.45
H  -0.84  -2.45  0.25
H  -2.31  -0.60  0.45
H  -1.55  -0.33  -1.09
H  -0.88  1.25  1.43
H  -1.38  1.76  -0.20
H  0.85  3.10  -0.15
H  2.18  1.99  -0.79
H  1.65  -2.16  0.14
H  1.07  0.14  -0.38
H  0.90  -2.04  -1.22



Entry 4:
Formula: C4H11N2
Source: OMol25
Level of theory: the ωB97M-V functional and the def2-TZVPD basis

## Properties
total charge = +1
relative energy (zero: lowest compared OMol25 entry of this formula, charge and spin) = 2.918 eV
frontier orbital gap = 9.76 eV
molar mass = 87.15 Da
SMILES = CC1(N)C[NH2+]C1
multiplicity = 1
F_max = 7.0 eV/Å
LUMO level = -3.65 eV

Cartesian coordinates (Å):
C  0.56  0.50  1.10
C  -0.39  -1.21  0.27
C  -0.25  0.23  -0.21
C  0.52  0.32  -1.54
N  -1.47  1.05  -0.13
N  0.49  -0.94  1.43
H  1.48  1.09  0.88
H  -0.07  0.95  1.87
H  -1.41  -1.56  0.50
H  -0.04  -2.03  -0.42
H  -0.08  0.15  -2.38
H  1.17  -0.63  -1.40
H  1.02  1.30  -1.75
H  -1.35  1.90  -0.44
H  -2.33  0.59  -0.49
H  1.33  -1.37  1.41
H  -0.04  -1.08  2.39



Entry 5:
Formula: C4H11N2
Source: OMol25
Level of theory: the ωB97M-V functional and the def2-TZVPD basis

## Properties
total charge = +1
relative energy (zero: lowest compared OMol25 entry of this formula, charge and spin) = 3.104 eV
frontier orbital gap = 9.26 eV
molar mass = 87.15 Da
SMILES = C=C([NH3+])CCN
multiplicity = 1
F_max = 3.8 eV/Å
LUMO level = -3.88 eV

Cartesian coordinates (Å):
C  -1.53  -0.18  -0.14
C  -0.26  -0.24  -1.01
C  0.83  0.30  -0.07
C  1.16  -0.04  1.14
N  1.66  1.56  -0.41
N  -1.74  -1.59  0.49
H  -1.55  0.57  0.70
H  -2.38  0.18  -0.78
H  -0.40  0.41  -1.96
H  -0.08  -1.32  -1.28
H  0.67  -0.90  1.63
H  1.89  0.48  1.73
H  2.63  1.19  0.05
H  1.15  2.41  0.00
H  1.92  1.74  -1.45
H  -2.09  -1.50  1.40
H  -2.43  -2.11  -0.07



Entry 6:
Formula: C4H11N2
Source: OMol25
Level of theory: the ωB97M-V functional and the def2-TZVPD basis

## Properties
total charge = +1
relative energy (zero: lowest compared OMol25 entry of this formula, charge and spin) = 4.750 eV
frontier orbital gap (alpha / beta) = 8.60 / 8.50 eV
molar mass = 87.15 Da
multiplicity = 1
F_max = 5.3 eV/Å
LUMO level (alpha / beta) = -4.85 / -4.88 eV

Cartesian coordinates (Å):
C  -0.66  -0.97  0.03
C  0.93  0.36  1.48
C  -0.13  -0.22  -1.11
C  -0.87  0.93  -1.79
N  1.41  0.91  0.26
N  0.34  -1.07  1.15
H  -1.70  -0.62  0.43
H  -0.85  -2.08  -0.21
H  1.64  0.13  2.30
H  0.11  0.95  1.98
H  0.72  -0.67  -1.70
H  -1.00  0.72  -2.81
H  -0.34  1.87  -1.72
H  -1.74  1.05  -1.25
H  1.08  1.75  -0.07
H  -0.12  -1.42  2.13
H  1.16  -1.62  0.90